No. 1
DFT (wB97M-V/def2-TZVPD) results for a molecular structure, FeO8P2 in a non-equilibrium geometry.

Computed properties:
Total energy, eV: -69345.5973
Max |F|, eV/Å: 8.8
ΔE to the lowest compared entry with this formula, charge and spin, kJ/mol: 85.7
E_HOMO (spin up / spin down), eV: -0.6 / -0.5
Gap between HOMO and LUMO (spin up / spin down), eV: 6.85 / 6.01

Geometry as ORCA input:
```
! RIJCOSX wB97M-V def2-TZVPD def2/J DEFGRID3
* xyz -2 7
Fe 11.14574 -23.19695 9.05029
P 10.51356 -21.06169 8.75055
O 11.95674 -21.49143 8.90323
O 10.30544 -21.85541 10.08371
O 10.17768 -22.23651 7.75999
O 10.06858 -19.58169 8.73335
P 12.07883 -25.31809 9.48071
O 12.58320 -24.25790 8.50945
O 10.81948 -25.03300 8.64764
O 11.91024 -24.16646 10.50594
O 13.24437 -26.39221 9.29173
*
```

These are the natural (NBO) partial charges, in e, on atoms 1 to 6: atom 1 (Fe): 1.7388, atom 2 (P): 2.4466, atom 3 (O): -1.1756, atom 4 (O): -1.1645, atom 5 (O): -1.1687, atom 6 (O): -1.1517

No. 2
DFT (wB97M-V/def2-TZVPD) results for 2 unconnected molecules or ions with the total composition H10N4Si2.

Computed properties:
Total energy, eV: -21880.2901
Max |F|, eV/Å: 0.7
ΔE to the lowest compared entry with this formula, charge and spin, kJ/mol: 0.0
E_HOMO, eV: -8.7
Gap between HOMO and LUMO, eV: 9.76

Geometry as ORCA input:
```
! RIJCOSX wB97M-V def2-TZVPD def2/J DEFGRID3
* xyz 0 1
N 2.20731 0.27607 -0.82258
N 2.08893 -1.61193 -2.64218
N -1.52652 0.86927 -0.04249
N -2.58218 0.19861 2.55622
Si 1.12387 -0.34916 -1.99710
Si -1.17108 0.39909 1.57994
H 1.94722 1.01361 -0.19295
H 3.13755 -0.07492 -0.64118
H 3.01714 -1.84512 -2.31485
H 1.79183 -2.20243 -3.39877
H -1.94920 1.76763 -0.22058
H -0.84357 0.66130 -0.76371
H -3.13724 1.01528 2.75459
H -3.19508 -0.56843 2.33082
H -0.54453 -0.91261 1.47162
H -0.36446 1.36375 2.34320
*
```

These are the natural (NBO) partial charges, in e, on atoms 1 to 6: atom 1 (N): -1.3256, atom 2 (N): -1.3242, atom 3 (N): -1.3095, atom 4 (N): -1.2826, atom 5 (Si): 1.1041, atom 6 (Si): 1.4769

No. 3
DFT (wB97M-V/def2-TZVPD) results for 4 unconnected molecules or ions with the total composition H10NO3 in a non-equilibrium geometry.

Computed properties:
Total energy, eV: -7789.1522
Max |F|, eV/Å: 1.4
ΔE to the lowest compared entry with this formula, charge and spin, kJ/mol: 50.8
E_HOMO, eV: -15.3
Gap between HOMO and LUMO, eV: 11.98

Geometry as ORCA input:
```
! RIJCOSX wB97M-V def2-TZVPD def2/J DEFGRID3
* xyz 1 1
N 0.66767 0.76084 0.03644
H 0.55856 0.94461 1.03534
H 1.56595 1.05061 -0.33352
H 0.44560 -0.25180 -0.13620
H 0.00435 1.34730 -0.51404
H -0.23723 -0.63537 3.05336
H 0.46113 -1.97598 3.03548
O 0.52723 -1.09912 2.67813
H -0.84972 2.60486 -2.25296
H -1.98923 2.55038 -1.25752
O -1.33038 1.96732 -1.71270
H 0.44531 -2.62405 -0.88265
H 0.11682 -1.55627 -1.95418
O 0.19335 -1.70405 -1.00188
*
```

These are the natural (NBO) partial charges, in e, on atoms 1 to 6: atom 1 (N): -0.9036, atom 2 (H): 0.4455, atom 3 (H): 0.4347, atom 4 (H): 0.4851, atom 5 (H): 0.4581, atom 6 (H): 0.4744